ORCA calculation (ωB97M-V/def2-TZVPD) on 3 unconnected molecules or ions with the total composition C5H12O2.

```
19
Properties=species:S:1:pos:R:3:forces:R:3
C -1.374 2.096 0.167 -0.280 0.604 -0.914
C -0.814 1.495 1.206 1.222 0.598 -0.144
C 0.631 1.082 1.261 -2.129 -0.184 -0.674
C 1.298 0.480 0.282 1.838 -0.511 0.341
C 2.549 -0.313 0.563 0.906 0.116 0.455
H -2.270 2.703 0.044 -0.459 -0.764 0.907
H -0.880 2.132 -0.799 0.701 -0.058 0.230
H -1.221 1.307 2.195 -0.734 0.568 -0.204
H 0.941 1.253 2.286 0.798 -0.883 -0.078
H 1.149 0.520 -0.793 -1.253 0.034 0.215
H 2.619 -0.600 1.613 0.065 0.325 0.089
H 3.480 0.200 0.274 -0.232 0.065 0.116
H 2.616 -1.272 0.048 -0.458 0.032 -0.367
H -2.249 -1.243 -2.691 0.491 0.370 -0.088
H -1.255 -0.311 -3.435 -0.142 0.089 -0.333
O -1.385 -0.803 -2.627 -0.299 -0.453 0.438
H -0.011 -2.046 -0.147 0.282 0.470 -1.283
H -0.960 -3.356 -0.326 0.114 0.002 -1.159
O -0.543 -2.720 0.231 -0.432 -0.421 2.453
```
Positions in Å, forces in eV/Å.

As for the SMILES: C=C/C=C/C.O.O. The energy relative to the best compared isomer or geometry (same formula, charge and spin) is 275.7 kJ/mol. The calculation puts the molar mass at 104.15 g/mol. The orbital gap is 9.05 eV.

Results of the Löwdin charge analysis, in e, for atoms 1 through 6:
1 C -0.008
2 C -0.173
3 C -0.125
4 C -0.169
5 C -0.120
6 H 0.051